{"formula": "C45H55FeN9O2Se2", "method": "ωB97M-V/def2-TZVPD", "charge": 0, "spin_multiplicity": 5, "e_tot_ev": -230142.72999, "homo_lumo_gap_ev": [4.770, 5.653], "e_homo_ev": [-5.11, -7.40], "symbols": ["Se", "Se", "Fe", "O", "O", "N", "N", "N", "N", "N", "N", "N", "N", "N", "C", "C", "C", "C", "C", "C", "C", "C", "C", "C", "C", "C", "C", "C", "C", "C", "C", "C", "C", "C", "C", "C", "C", "C", "C", "C", "C", "C", "C", "C", "C", "C", "C", "C", "C", "C", "C", "C", "C", "C", "C", "C", "C", "C", "C", "H", "H", "H", "H", "H", "H", "H", "H", "H", "H", "H", "H", "H", "H", "H", "H", "H", "H", "H", "H", "H", "H", "H", "H", "H", "H", "H", "H", "H", "H", "H", "H", "H", "H", "H", "H", "H", "H", "H", "H", "H", "H", "H", "H", "H", "H", "H", "H", "H", "H", "H", "H", "H", "H", "H"], "positions_angstrom": [[-0.409564, 0.904271, 1.496879], [-6.362240, -0.063080, -5.386853], [-0.731112, 1.444189, -0.717089], [-0.660568, -0.413278, -1.100811], [1.069502, 1.804714, -1.057477], [-2.664690, 1.163016, -0.506996], [-2.739713, 4.027123, -1.727484], [-1.063909, 1.638415, -2.593198], [-4.654834, 0.409914, -5.622935], [-0.813054, 3.420152, -0.376110], [-6.247775, 0.023028, -3.603251], [-4.606847, 4.557400, -2.956125], [0.099876, 4.229028, 0.262481], [-4.792999, 4.322263, -0.642159], [3.010005, -1.825076, -0.646824], [3.260940, -0.387211, -1.129513], [3.293689, 5.379196, 0.986168], [2.509935, -0.185695, -2.448720], [-0.627285, -3.195217, 1.983792], [-1.796507, 4.016136, -0.898515], [2.676492, 2.413484, 2.117999], [-1.935014, -3.878346, 3.984749], [2.830590, 0.854734, 4.676462], [1.208914, 3.910400, 0.819702], [3.999123, 0.938530, 3.674701], [-4.129429, 0.583354, -4.433392], [-0.807061, -2.714814, -0.441051], [3.417351, 1.263083, 2.302581], [-0.242594, 1.898452, -3.589080], [-5.015806, 0.363309, -3.309376], [-4.532376, 0.534562, -1.958275], [-0.490938, -1.845207, 2.238240], [2.893146, 0.603886, -0.007483], [-0.513506, -0.937223, 1.186079], [-3.467155, 0.978217, 0.532327], [-2.298123, -4.203316, -1.796394], [0.178216, -4.232953, -2.177055], [-5.322532, 0.342522, -0.843029], [1.862087, 5.123369, 1.462089], [-4.007853, 4.293441, -1.755160], [-1.024197, -3.340550, -1.829893], [1.953988, 1.667767, -0.093882], [4.758774, -0.214548, -1.438047], [1.958243, 2.642796, 0.945538], [0.575421, -4.022633, 4.014271], [-2.766306, 1.000401, -4.208860], [-1.192831, -2.332490, -2.973504], [4.726091, -0.408436, 3.696209], [-3.171496, 0.943585, -1.774682], [-0.766020, -5.637766, 2.679413], [-1.864873, 1.256148, -5.231740], [3.560177, 0.429402, 1.198480], [-2.328236, 1.181244, -2.861228], [-0.591771, 1.717671, -4.926730], [4.982665, 2.032729, 4.108525], [-0.682311, -4.183127, 3.146228], [-0.662005, -1.325740, -0.177888], [-0.768314, -3.579440, 0.644131], [-4.789918, 0.568630, 0.425922], [-2.490908, -4.610497, -2.791067], [-6.350465, 0.031914, -0.977884], [-2.030694, -1.659105, -2.794690], [5.372940, -0.298797, -0.540854], [-2.832814, -3.995252, 3.375118], [5.346408, 1.836250, 5.119840], [0.734958, 2.265024, -3.304149], [2.444077, 1.845502, 4.920419], [-1.997789, -4.566020, 4.831366], [2.710700, 0.805045, -2.856678], [4.222862, -0.420386, 1.286111], [-2.207998, -5.042024, -1.105545], [3.730670, 6.205721, 1.547424], [3.158756, 0.377437, 5.602527], [4.048094, -1.223373, 3.433614], [-5.563123, 4.251561, -3.060838], [-4.025727, 4.344818, -3.752445], [5.839915, 2.063351, 3.433807], [-1.673641, -5.817473, 2.100285], [4.941528, 0.765907, -1.882138], [3.922253, 4.501120, 1.128347], [0.126506, 1.942932, -5.700775], [0.575187, -4.752586, 4.826524], [-4.307600, 4.324291, 0.240468], [-5.626623, 4.886304, -0.677198], [-1.382353, -2.879525, -3.900537], [-3.160270, -3.603089, -1.499022], [-0.793963, -6.293973, 3.550599], [0.339499, -5.007095, -1.424886], [2.854573, -0.931533, -3.171115], [1.233697, 5.980627, 1.232285], [0.101834, -5.913977, 2.077217], [3.179347, -2.524637, -1.468598], [3.682892, -2.100699, 0.166845], [5.577380, -0.421545, 3.013053], [-3.038406, 1.155230, 1.511505], [-5.382369, 0.431618, 1.318282], [-0.376515, -1.463175, 3.245145], [-2.180091, 1.096919, -6.254795], [-0.867446, -4.635619, 0.433654], [1.855383, 4.999952, 2.548970], [2.013714, 0.266895, 4.253237], [1.984554, -1.946522, -0.296047], [5.103901, -0.597542, 4.702263], [5.079932, -0.980035, -2.148151], [1.084808, -3.631195, -2.252384], [0.628734, -3.027413, 4.455520], [2.593660, 3.132498, 2.923309], [-0.297205, -1.729252, -3.106968], [1.470151, -4.177148, 3.408632], [1.438023, -0.295319, -2.321994], [0.009791, -4.720836, -3.139710], [4.508429, 3.014857, 4.103538], [3.302924, 5.643525, -0.071927], [-1.915572, -2.858075, 4.368323]], "atomic_forces_ev_per_a": [[0.2, -0.9, 1.0], [0.0, 0.0, 0.0], [1.2, 0.3, 0.5], [0.1, -0.2, 0.0], [0.1, -0.1, -0.6], [-0.3, 0.1, -0.5], [0.0, -0.5, -0.6], [-0.6, -0.1, -0.6], [0.2, 0.0, 0.2], [-0.4, -1.6, -0.5], [0.2, 0.0, 0.1], [-0.1, -0.1, 0.0], [0.0, 1.2, 0.4], [0.0, 0.1, 0.0], [0.0, 0.0, 0.0], [-0.1, 0.0, 0.0], [-0.1, 0.0, 0.1], [0.0, 0.0, 0.1], [0.1, 0.3, 0.3], [0.3, 1.3, 0.6], [-0.1, 0.1, 0.0], [0.1, -0.1, 0.0], [0.1, 0.0, 0.0], [-0.3, -0.1, -0.2], [0.0, 0.0, 0.1], [-0.3, -0.1, -0.5], [0.0, -0.1, -0.1], [0.1, -0.1, 0.0], [0.2, 0.1, -0.2], [-0.5, -0.2, -0.3], [0.1, 0.1, 0.7], [0.0, -0.4, 0.0], [-0.2, 0.2, -0.3], [-0.1, 0.8, 0.0], [-0.3, -0.1, 0.2], [0.1, 0.0, 0.0], [-0.1, 0.1, 0.0], [0.1, 0.0, -0.5], [0.2, 0.0, 0.0], [0.0, -0.1, 0.2], [0.0, 0.0, -0.1], [0.5, 0.0, 0.7], [-0.1, 0.0, 0.0], [0.0, -0.5, -0.2], [-0.1, 0.0, -0.1], [0.6, 0.2, 0.0], [0.0, 0.0, 0.1], [-0.1, 0.1, 0.0], [-0.4, 0.0, -0.4], [0.0, 0.1, 0.0], [-0.3, -0.1, 0.2], [0.0, 0.1, 0.2], [-0.4, 0.0, -0.4], [0.1, 0.1, 0.1], [-0.1, -0.1, 0.0], [0.0, 0.0, 0.1], [0.0, 0.0, 0.2], [0.0, 0.1, -0.3], [0.2, 0.1, 0.2], [0.0, 0.0, 0.0], [0.0, 0.0, 0.0], [0.0, 0.0, 0.0], [0.0, 0.0, 0.0], [0.0, 0.0, 0.0], [0.0, 0.0, 0.0], [0.0, -0.1, 0.0], [0.0, 0.0, 0.0], [0.0, 0.0, 0.0], [-0.1, 0.0, 0.0], [0.0, 0.0, 0.0], [0.0, 0.0, 0.0], [0.0, 0.0, 0.0], [0.0, 0.1, 0.0], [0.0, 0.0, 0.0], [0.0, 0.0, 0.0], [0.0, 0.0, 0.0], [0.0, 0.0, 0.0], [0.0, 0.0, 0.0], [0.0, 0.0, 0.0], [0.0, 0.0, 0.0], [0.0, 0.0, 0.0], [0.0, 0.0, 0.0], [0.0, 0.0, 0.0], [0.0, 0.0, 0.0], [0.0, 0.0, 0.0], [0.0, 0.0, 0.0], [0.0, 0.0, 0.0], [0.0, 0.0, 0.0], [0.0, 0.0, 0.0], [0.0, 0.0, 0.0], [0.0, 0.0, 0.0], [0.0, 0.0, 0.0], [0.0, 0.0, 0.0], [0.0, 0.0, 0.0], [0.0, 0.0, 0.0], [0.0, 0.0, 0.0], [0.0, 0.0, 0.0], [0.0, 0.0, 0.0], [0.0, 0.0, 0.0], [0.0, 0.0, 0.0], [0.0, 0.0, 0.0], [0.0, 0.0, 0.0], [0.0, 0.0, 0.0], [0.0, 0.0, 0.0], [0.0, 0.0, 0.0], [0.0, 0.0, 0.0], [0.0, 0.0, 0.0], [0.0, 0.1, 0.0], [0.0, 0.0, 0.0], [-0.1, 0.0, 0.0], [0.0, 0.0, 0.0], [0.0, 0.0, 0.0], [0.0, 0.0, 0.0], [0.0, 0.0, 0.0]]}